Entry 1:
Molecular formula: C6H13N2O
Method: DFT, the ωB97M-V functional and the def2-TZVPD basis

The energy relative to the best compared isomer or geometry (same formula, charge and spin) comes out at 221.29 kJ/mol. As for the LUMO energy: -3.3073 eV. Its gap between HOMO and LUMO is 10.03 eV. The max |F| is 3.42 eV/Å.

```
! wB97M-V def2-TZVPD RIJCOSX def2/J DEFGRID3
* xyz 1 1
C -0.709 -1.760 0.227
C -0.804 -0.281 0.097
C -2.229 0.394 0.079
O -2.445 1.240 0.901
C -0.340 0.059 -1.352
N 1.094 0.137 -1.506
C 1.736 0.975 -0.513
C 1.458 0.557 0.990
N -0.012 0.421 1.177
H -1.563 -2.241 -0.105
H -0.504 -2.017 1.280
H 0.134 -2.049 -0.312
H -2.985 -0.093 -0.632
H -0.940 -0.661 -1.968
H -0.724 1.077 -1.683
H 1.299 -0.885 -1.629
H 1.435 1.966 -0.733
H 2.870 0.895 -0.582
H 1.778 -0.493 1.197
H 1.921 1.314 1.625
H -0.049 0.055 2.171
H -0.419 1.389 1.272
*
```

=====

Entry 2:
Molecular formula: C6H13N2O
Method: DFT, the ωB97M-V functional and the def2-TZVPD basis

The energy relative to the best compared isomer or geometry (same formula, charge and spin) comes out at 827.69 kJ/mol. As for the LUMO energy (spin up / spin down): -4.3028 / -4.3069 eV. Its gap between HOMO and LUMO (spin up / spin down) is 8.09 / 8.08 eV. The max |F| is 3.41 eV/Å.

```
! wB97M-V def2-TZVPD RIJCOSX def2/J DEFGRID3
* xyz 1 1
C 0.872 -1.227 0.847
C 0.763 -0.166 0.110
C 2.361 -0.814 1.086
C 2.129 0.524 0.270
C 2.997 0.829 -0.884
C -1.730 0.403 -0.221
N -3.771 0.205 1.008
N -2.261 -0.390 -1.558
O -2.300 -0.185 0.866
H 0.264 -2.011 1.132
H 2.458 -0.719 2.198
H 3.272 -1.307 0.505
H 1.992 1.339 0.974
H 2.823 0.026 -1.673
H 4.058 0.676 -0.576
H 2.859 1.830 -1.159
H -1.985 1.525 -0.360
H -4.091 -0.084 1.889
H -3.665 1.227 1.114
H -1.620 -0.305 -2.337
H -2.322 -1.401 -1.449
H -3.104 0.025 -1.782
*
```

=====

Entry 3:
Molecular formula: C6H13N2O
Method: DFT, the ωB97M-V functional and the def2-TZVPD basis

The energy relative to the best compared isomer or geometry (same formula, charge and spin) comes out at 338.90 kJ/mol. As for the LUMO energy: -2.6435 eV. Its gap between HOMO and LUMO is 10.37 eV. The max |F| is 4.04 eV/Å.

```
! wB97M-V def2-TZVPD RIJCOSX def2/J DEFGRID3
* xyz 1 1
O -0.742 -0.379 -2.407
C 0.069 0.201 -1.514
C -0.474 1.300 -0.597
C -1.561 0.727 0.348
N -1.228 -0.679 0.861
C -0.008 -0.883 1.611
C 1.225 -0.676 0.669
N 0.945 -0.816 -0.808
C 1.517 0.141 -1.729
H -1.443 0.219 -2.651
H -1.081 2.049 -1.108
H 0.511 1.780 -0.192
H -1.553 1.552 1.065
H -2.582 0.438 -0.091
H -1.872 -1.178 1.412
H -0.056 -1.839 1.895
H -0.072 -0.255 2.515
H 1.449 0.422 0.922
H 1.992 -1.368 0.741
H 0.695 -1.748 -1.057
H 1.928 -0.432 -2.548
H 2.095 0.806 -1.209
*
```

=====

Entry 4:
Molecular formula: C6H13N2O2S
Method: DFT, the ωB97M-V functional and the def2-TZVPD basis

The energy relative to the best compared isomer or geometry (same formula, charge and spin) comes out at 351.82 kJ/mol. As for the LUMO energy (spin up / spin down): -5.6465 / -5.6457 eV. Its gap between HOMO and LUMO (spin up / spin down) is 8.13 / 8.13 eV. The max |F| is 5.94 eV/Å.

```
! wB97M-V def2-TZVPD RIJCOSX def2/J DEFGRID3
* xyz 1 1
N -1.800 1.806 -0.226
C -0.967 0.731 -0.702
C 0.061 1.157 0.336
N 0.958 2.077 0.309
C -1.534 -0.724 -0.395
C -0.430 -1.741 -0.675
C 0.324 -1.968 0.640
C 1.217 -0.817 1.059
S 2.381 -0.337 -0.085
O 3.153 0.824 0.287
O 1.983 -0.289 -1.475
H -2.397 1.675 0.548
H -2.389 2.192 -0.987
H -0.746 0.750 -1.681
H -0.172 1.126 1.402
H 1.357 2.317 -0.615
H 1.431 2.553 1.023
H -2.367 -0.780 -0.965
H -1.949 -0.625 0.553
H 0.370 -1.497 -1.330
H -0.952 -2.600 -0.956
H 0.929 -2.985 0.494
H -0.335 -1.980 1.403
H 1.873 -0.864 2.037
*
```

=====

Entry 5:
Molecular formula: C6H13N2O4P
Method: DFT, the ωB97M-V functional and the def2-TZVPD basis

The energy relative to the best compared isomer or geometry (same formula, charge and spin) comes out at 0.00 kJ/mol. As for the LUMO energy: 0.8332 eV. Its gap between HOMO and LUMO is 10.00 eV. The max |F| is 1.15 eV/Å.

```
! wB97M-V def2-TZVPD RIJCOSX def2/J DEFGRID3
* xyz 0 1
C -1.907 2.372 2.361
C -1.792 2.191 0.856
O -0.422 2.233 0.492
P 0.252 1.268 -0.644
O 1.672 1.992 -0.624
O 0.658 -0.012 0.352
C 0.164 -1.312 0.156
N -1.184 -1.282 -0.293
C -1.812 -0.649 -1.091
O -2.620 -0.182 -1.774
N 0.955 -2.134 -0.714
C 2.254 -2.460 -0.155
C 1.062 -1.650 -2.076
H -1.529 3.347 2.653
H -2.948 2.289 2.664
H -1.328 1.606 2.869
H -2.313 2.999 0.331
H -2.244 1.239 0.562
H 1.913 2.247 0.274
H 0.156 -1.786 1.147
H 2.127 -2.840 0.857
H 2.698 -3.244 -0.768
H 2.932 -1.599 -0.131
H 1.602 -0.699 -2.149
H 1.585 -2.404 -2.656
H 0.068 -1.528 -2.499
*
```

=====

Entry 6:
Molecular formula: C6H13N2O4S
Method: DFT, the ωB97M-V functional and the def2-TZVPD basis

The energy relative to the best compared isomer or geometry (same formula, charge and spin) comes out at 11.81 kJ/mol. As for the LUMO energy: -3.8877 eV. Its gap between HOMO and LUMO is 8.73 eV. The max |F| is 4.54 eV/Å.

```
! wB97M-V def2-TZVPD RIJCOSX def2/J DEFGRID3
* xyz 1 1
C -1.328 -0.791 3.828
S -0.525 0.614 2.963
C -0.942 0.182 1.318
O -1.751 -0.676 1.078
N -0.542 1.196 0.575
C 0.184 1.275 -0.467
C 0.437 2.531 -1.169
O -0.421 2.517 -2.275
C 0.502 -0.070 -1.369
N -0.759 -0.857 -1.339
O 0.816 0.137 -2.638
C 1.581 -0.986 -0.744
O 0.983 -1.647 0.338
H -0.539 -1.292 4.362
H -1.756 -1.464 2.975
H -2.217 -0.309 4.339
H 1.406 2.504 -1.568
H 0.242 3.636 -0.825
H -1.181 3.085 -2.112
H -1.374 -0.777 -2.207
H -0.437 -1.803 -1.311
H -1.360 -0.800 -0.470
H 0.544 1.015 -2.965
H 2.486 -0.445 -0.518
H 1.741 -1.706 -1.577
H 1.698 -2.029 0.941
*
```